Density functional theory data (ωB97M-V/def2-TZVPD) for a 6-piece molecular cluster, C41H93F3N4O7 overall.

* LUMO level (alpha / beta): -5.7791 / -6.7682 eV
* spin multiplicity: 2
* net charge: +3
* ⟨S²⟩: 0.754
* highest occupied orbital energy (alpha / beta): -14.3 / -14.3 eV

Atoms and positions in Å:
C 1.861 -1.464 1.357
C 0.873 -0.918 0.340
O 0.269 0.111 0.689
O 0.582 -1.508 -0.725
H 2.621 -2.091 0.890
H 1.249 -2.101 1.996
H 2.277 -0.636 1.931
C -3.174 4.753 3.030
C -2.183 3.664 3.066
C -2.546 2.440 3.917
C -3.939 1.723 3.702
N -4.030 0.636 2.609
C -5.366 -0.204 2.790
C -6.523 0.508 2.125
C -5.925 1.756 1.351
C -4.429 1.258 1.283
C -2.743 -0.183 2.453
C -2.291 -0.882 3.801
C -1.190 -1.966 3.492
H -4.129 4.259 2.845
H -3.055 5.387 2.152
H -3.231 5.431 3.882
H -1.234 4.016 3.473
H -1.877 3.276 2.095
H -2.566 2.795 4.948
H -1.695 1.778 4.078
H -4.773 2.414 3.579
H -4.132 1.253 4.666
H -5.207 -1.118 2.217
H -5.511 -0.340 3.861
H -7.065 -0.167 1.463
H -7.370 0.804 2.745
H -6.452 1.898 0.407
H -6.099 2.604 2.012
H -4.418 0.495 0.504
H -3.695 2.041 1.094
H -2.010 0.562 2.142
H -2.918 -0.977 1.728
H -2.975 -1.569 4.299
H -1.954 -0.210 4.590
H -0.334 -1.523 2.984
H -1.526 -2.616 2.684
H -0.870 -2.538 4.363
C 0.636 -6.269 -1.559
C -0.095 -4.944 -1.955
N -1.546 -4.743 -1.412
C -2.503 -5.693 -2.106
C -1.571 -5.080 0.174
C -2.923 -4.822 0.876
C -2.206 -3.356 -1.679
C -1.699 -2.639 -2.896
O -1.846 -3.276 -4.172
C -2.965 -2.898 -4.912
H 0.182 -7.187 -1.932
H 0.703 -6.464 -0.489
H 1.663 -6.407 -1.897
H -0.286 -4.811 -3.020
H 0.427 -4.021 -1.705
H -1.875 -6.580 -2.017
H -2.638 -5.351 -3.132
H -3.478 -5.710 -1.620
H -0.788 -4.457 0.607
H -1.312 -6.131 0.302
H -3.355 -3.878 0.546
H -2.874 -4.731 1.962
H -3.627 -5.561 0.494
H -2.018 -2.690 -0.836
H -3.286 -3.495 -1.723
H -0.630 -2.425 -2.872
H -2.196 -1.669 -2.918
H -3.010 -3.449 -5.851
H -3.006 -1.842 -5.181
H -3.905 -3.208 -4.455
C 4.065 2.556 -0.682
C 3.061 2.391 0.515
N 1.992 3.550 0.563
C 0.974 3.377 -0.590
C 1.161 3.304 1.931
C 2.023 3.416 3.223
C 2.607 4.944 0.462
C 1.742 6.080 1.131
O 0.443 6.287 0.653
C -0.302 7.184 1.465
H 3.735 2.252 -1.676
H 4.864 1.856 -0.437
H 4.689 3.449 -0.717
H 3.698 2.609 1.373
H 2.701 1.381 0.707
H 0.105 4.035 -0.609
H 0.871 2.295 -0.674
H 1.547 3.727 -1.449
H 0.769 2.296 1.796
H 0.332 4.011 1.926
H 1.493 3.930 4.025
H 2.963 3.897 2.953
H 2.337 2.445 3.604
H 3.159 5.067 -0.470
H 3.487 4.750 1.075
H 2.307 7.011 1.091
H 1.736 5.969 2.215
H -1.127 6.525 1.737
H -0.731 7.992 0.873
H 0.140 7.500 2.410
C -0.087 0.890 -6.954
C 1.329 1.045 -6.437
N 1.688 0.385 -5.044
C 0.668 0.861 -3.974
C 1.573 -1.148 -5.373
C 1.947 -2.032 -4.227
C 3.061 0.772 -4.488
C 4.160 0.701 -5.562
O 4.295 -0.687 -5.873
C 5.245 -0.941 -6.878
H -0.343 1.380 -7.893
H -0.704 1.428 -6.234
H -0.451 -0.137 -6.943
H 1.599 2.098 -6.346
H 2.018 0.566 -7.133
H 0.721 0.296 -3.043
H -0.311 0.752 -4.442
H 0.832 1.929 -3.834
H 2.252 -1.386 -6.193
H 0.517 -1.297 -5.597
H 1.510 -3.018 -4.384
H 1.504 -1.679 -3.295
H 3.005 -2.192 -4.019
H 3.269 0.067 -3.684
H 2.809 1.794 -4.202
H 5.140 0.992 -5.184
H 3.890 1.350 -6.395
H 5.263 -2.030 -6.937
H 6.234 -0.632 -6.539
H 5.147 -0.513 -7.875
C 3.972 -0.507 6.153
O 4.044 -1.713 5.361
O 5.209 0.135 5.919
C 2.660 0.293 6.165
F 1.645 -0.417 6.749
F 2.878 1.423 6.948
F 2.339 0.739 4.930
C 2.853 -2.574 5.345
C 3.188 -3.825 4.557
H 2.590 -4.720 4.726
H 2.865 -3.785 3.517
H 4.256 -3.936 4.371
H 2.020 -2.168 4.770
H 2.511 -2.849 6.343
H 4.077 -0.859 7.179

Forces on atoms 1 to 3 (eV/Å):
C -0.009 -0.332 -0.704
C -0.828 0.009 -0.358
O -0.332 1.756 0.859